[1]
22
Properties=species:S:1:pos:R:3:forces:R:3 method="wB97M-V/def2-TZVPD" s_squared=0.75 multiplicity=2 homo_lumo_gap_ev="3.510 / 10.000" e_lumo_ev="0.769 / 0.597" homo_ha="-0.1007 / -0.3456"
C 0.9149 -0.9728 -0.5898 -0.8933 -0.3726 -0.3672
N 0.1974 -0.5301 -1.8039 0.5408 -0.1486 0.5299
C -0.3759 -1.4851 -2.7305 2.6054 -1.0385 -0.5155
C -0.0654 -0.8589 0.5728 -0.8898 1.9781 1.8300
N -0.6795 0.5549 0.5938 0.6578 0.0157 -1.2177
C 0.0709 1.6969 1.2100 -0.0001 -0.9414 -0.0732
C 0.0082 1.5720 2.7284 -0.0743 0.3181 0.0722
H 1.8060 -0.3429 -0.5587 -0.1610 0.0139 0.7530
H 1.2856 -2.0170 -0.5093 -0.2073 0.2787 -0.8546
H 0.7310 0.1905 -2.2651 0.0196 -0.1948 -0.2517
H -0.9955 -2.2057 -2.2032 -1.1006 0.6399 -0.3701
H 0.3985 -2.1938 -3.1582 -0.1558 0.5649 0.4341
H -0.6302 -0.9206 -3.6299 -1.2802 -0.3355 0.3716
H 0.3991 -0.9451 1.5684 -0.1104 -0.5830 -0.4710
H -1.0449 -1.4252 0.5105 1.2543 -0.2704 -0.2229
H -1.7002 0.6155 0.9185 -0.3767 -0.4306 0.2163
H -0.7628 0.6593 -0.4341 -0.2708 0.6089 -0.0253
H -0.3701 2.6414 0.8632 -0.0800 -0.3543 -0.0367
H 1.0802 1.6205 0.8049 0.0745 0.1952 0.2537
H -0.8969 2.0314 3.1248 0.1320 0.6562 -0.1430
H -0.1757 0.5646 3.0846 0.7400 -0.3857 -0.1590
H 0.9234 2.0137 3.1477 -0.4241 -0.2142 0.2472

=====

[2]
22
Properties=species:S:1:pos:R:3:forces:R:3 method="wB97M-V/def2-TZVPD" total_charge=+1 multiplicity=1 homo_lumo_gap_ev=4.788 e_lumo_ev=-8.554 homo_ha=-0.4903
C -0.9483 1.8619 -1.7359 0.8209 1.6861 -1.3235
N -1.8357 -0.8348 -0.0448 -0.6940 -0.5270 1.1513
C -2.6950 -0.1719 0.9651 -0.1436 -1.4788 -0.3792
C 0.2348 2.2947 -1.2917 -0.5368 -0.5691 0.6499
N 0.7273 -0.2782 0.5344 1.5201 -1.5286 1.1034
C 1.4944 -1.4994 0.6570 -0.1506 1.4821 -2.2127
C 3.1334 -1.0126 0.5328 -2.2432 -0.0982 -1.4549
H -1.1113 0.7844 -1.7607 -0.5857 0.3303 0.2242
H -1.5763 2.5907 -2.2865 -0.0538 -0.9092 0.3755
H -2.1671 -1.7923 -0.1978 0.2313 0.2820 -0.2400
H -3.6251 0.2205 0.5311 0.7924 0.9511 -0.3141
H -3.1947 -0.8599 1.6597 0.6556 -0.4674 0.1386
H -1.9876 0.4046 1.5282 -0.6338 1.2650 0.2494
H 0.7323 3.2888 -1.3314 -0.7013 -0.9154 -0.0310
H 0.6534 1.4756 -0.7037 1.0997 0.3746 0.0868
H 1.1267 0.3823 1.2214 -0.4673 0.0463 0.1807
H -0.8386 -0.7987 0.2781 -0.4601 0.2690 -0.7639
H 1.3063 -2.0660 1.5662 0.2304 0.1794 0.6694
H 1.0620 -2.0869 -0.1892 1.0663 -0.1703 0.6191
H 3.8097 -1.4138 1.2849 -0.4360 -0.0929 -0.0106
H 3.0342 0.0775 0.5529 0.6889 -0.1653 0.1913
H 3.3807 -1.2792 -0.5263 0.0006 0.0562 1.0903

=====

[3]
22
Properties=species:S:1:pos:R:3:forces:R:3 method="wB97M-V/def2-TZVPD" total_charge=+1 multiplicity=1 homo_lumo_gap_ev=4.792 e_lumo_ev=-8.738 homo_ha=-0.4972
C 1.8570 1.7658 0.2321 -0.7488 -1.5536 -0.1458
C 0.6190 1.0591 0.8791 1.4478 1.7146 1.5281
C -0.7036 1.3727 0.2558 -0.9152 0.1192 -1.2583
C -1.8453 0.3984 0.5993 1.4836 1.2989 0.0353
C -1.7635 -0.9103 -0.2777 1.4516 -2.7803 0.5330
N -0.7424 -1.8131 0.0885 -1.9608 1.6615 1.9779
N 1.9745 -1.6307 -1.4598 0.4911 0.5868 -0.6235
H 2.0190 1.2358 -0.7252 0.4177 0.5369 0.3444
H 1.6958 2.8219 0.0726 -0.1400 0.2573 -0.0844
H 2.7080 1.6381 0.9159 -0.1454 0.0048 -0.4714
H 0.8651 -0.0072 1.0062 -0.3854 0.2289 -0.1735
H -1.1082 2.3574 0.5050 0.4641 0.1213 0.5251
H -0.5941 1.5022 -0.8526 -0.2806 -0.5616 0.6085
H -1.8266 0.0226 1.6515 0.1313 0.3004 -0.7853
H -2.8041 0.9038 0.4500 -0.0484 -0.6629 -0.4869
H -0.9643 -0.8298 -1.1065 -0.5715 1.1540 -1.0689
H -2.7535 -1.2630 -0.5586 0.0322 -0.5607 0.4149
H -1.0667 -2.7090 0.5126 -0.2788 -0.4799 -1.3768
H 1.0399 -1.9041 -1.2153 0.1160 -0.3790 -0.0675
H 2.6842 -2.1834 -1.0037 -0.1546 -0.1436 0.2348
H 2.1607 -1.6624 -2.4631 -0.3617 -0.0596 0.4017
H 0.5758 1.5345 1.8809 -0.0443 -0.8032 -0.0612

=====

[4]
23
Properties=species:S:1:pos:R:3:forces:R:3 method="wB97M-V/def2-TZVPD" s_squared=0.75 multiplicity=2 homo_lumo_gap_ev="4.699 / 8.545" e_lumo_ev="0.437 / 0.348" homo_ha="-0.1566 / -0.3012"
O -1.0908 2.2491 2.4536 -0.1683 0.7435 -0.6399
C -1.2574 1.0522 2.8848 0.3510 -1.0071 0.6568
C -1.5516 -0.0513 1.8906 0.0162 0.3737 0.9147
N -1.3630 0.6039 0.5811 -0.2057 -0.3815 -1.4893
H -1.2519 0.7354 3.9344 0.0360 0.3387 -0.1638
H -0.8520 -0.8856 1.9883 -0.1807 -0.1561 -0.1474
H -2.5813 -0.4336 1.9824 0.0031 -0.0761 -0.4863
H -2.1305 0.4487 -0.0716 0.0474 -0.1063 0.1151
H -1.2762 1.6314 0.7535 0.0130 0.4363 1.1966
H -0.5021 0.3238 0.1063 -0.2546 -0.0418 0.2591
C 1.2664 -1.4958 -0.3727 -0.0223 0.1477 -0.5428
N 1.4336 -0.5910 -1.5042 0.0210 0.1223 0.2459
C 0.2947 -0.6347 -2.3981 0.1781 0.1497 0.0879
C 1.7394 0.7680 -1.0984 -0.0044 -0.0111 0.1138
H 1.1991 -2.5042 -0.7769 -0.0282 -0.1360 0.2156
H 0.3547 -1.3009 0.2152 0.0439 -0.1557 0.0278
H 2.1157 -1.4276 0.3009 0.0965 -0.0127 -0.0104
H 0.4825 -0.0063 -3.2708 0.0231 -0.1136 -0.0011
H 0.1225 -1.6607 -2.7172 -0.0875 0.0056 -0.0737
H -0.6289 -0.2481 -1.9247 -0.0328 -0.1283 -0.0863
H 2.0203 1.3643 -1.9660 0.0263 -0.0108 -0.0041
H 2.5605 0.7723 -0.3814 0.0374 -0.0163 -0.1032
H 0.8963 1.2906 -0.6091 0.0914 0.0356 -0.0849

=====

[5]
23
Properties=species:S:1:pos:R:3:forces:R:3 method="wB97M-V/def2-TZVPD" total_charge=+1 multiplicity=1 homo_lumo_gap_ev=7.365 e_lumo_ev=-3.511 homo_ha=-0.3997
C -0.9354 -0.9965 -1.7578 1.4803 -2.4526 -1.5863
C -1.5527 0.0416 -0.9011 -1.4917 -0.6088 1.5184
C -0.6889 0.4722 0.2104 -1.3817 -3.0868 4.3853
C -0.6369 -0.3595 1.3493 1.9082 3.4223 -0.3403
N 0.0608 -0.1342 2.5683 -3.7513 -4.1539 -0.8234
C -0.0443 1.7616 0.1639 2.5929 -1.1187 -3.3917
N -1.8324 -1.0221 -3.1147 -0.0780 -0.4778 3.0906
H -0.9379 -2.0877 -1.2916 -0.3127 2.2132 -1.1910
H 0.1335 -0.8759 -2.2256 -1.8969 0.3744 1.5214
H -2.6346 -0.1557 -0.5081 1.7623 -0.4117 -0.9470
H -1.6607 0.8616 -1.5226 -0.3729 2.0599 -1.3025
H -1.1597 -1.2550 1.4479 -1.0188 -1.3954 -0.4473
H 0.0168 -0.8936 3.2918 0.0645 1.3232 -1.3969
H 0.7408 0.4951 2.7091 2.7009 2.7686 0.2801
H -0.5286 2.6925 0.0651 -1.3041 0.8304 0.3879
H 0.4979 1.6635 -0.8831 -0.1245 0.7543 1.9076
H 0.6584 1.7302 0.9502 1.1479 0.8175 0.5951
H -2.7300 -0.6000 -2.8372 -0.1483 -1.1774 -0.0880
H -1.7713 -2.0138 -3.2858 -1.0271 -0.2092 -0.9980
H -1.5584 -0.4443 -3.8651 1.2638 0.5415 -1.1652
H 4.9870 -0.2195 2.9082 0.8458 0.4843 0.1794
H 6.2809 0.7248 3.2257 -1.6295 -0.6735 -0.1121
O 5.2957 0.6147 3.3029 0.7710 0.1762 -0.0762

=====

[6]
23
Properties=species:S:1:pos:R:3:forces:R:3 method="wB97M-V/def2-TZVPD" total_charge=+1 multiplicity=1 homo_lumo_gap_ev=9.544 e_lumo_ev=-3.676 homo_ha=-0.4858
C 1.5827 0.0875 0.7989 0.1762 2.1060 -0.9063
N 0.2663 0.0388 0.1307 -0.8543 1.5355 -1.0131
C -0.7191 0.9315 0.7904 0.7789 1.0262 -2.3357
C -1.5929 0.2161 1.7375 -0.0354 -1.7846 2.9276
N -2.2019 -1.0949 1.1314 -1.4776 1.0621 -1.9722
C 0.4872 0.5301 -1.3112 1.6563 -1.0104 1.6930
C 1.0320 -0.6714 -2.1132 -0.7858 0.3201 -0.4249
O 2.1114 -0.2905 -2.9395 0.1572 -0.1248 0.6659
H 2.0215 1.1442 0.9413 -1.0801 -0.8763 -0.2605
H 1.5017 -0.2947 1.7967 0.4631 -0.9308 0.2537
H 2.2975 -0.3055 0.0688 0.0423 -0.8906 0.9497
H -1.3198 1.4384 0.0009 0.0176 -0.6485 0.3263
H -0.1811 1.8137 1.1870 -0.4764 -0.4556 0.7848
H -0.9774 -0.1862 2.5928 -0.8214 0.6437 -0.6026
H -2.4584 0.8020 2.1176 0.6905 -0.4111 -0.2659
H -1.5757 -1.8607 0.8934 0.7236 0.1250 0.5412
H -2.4704 -0.7662 0.1743 -0.1388 -0.4756 0.6445
H -3.0830 -1.5094 1.5440 1.2869 0.8907 -0.0272
H 1.2636 1.2903 -1.2349 0.5066 0.0676 -0.1041
H -0.2821 1.1187 -1.7656 -1.2073 -0.4051 -0.0858
H 1.2626 -1.4928 -1.3900 -0.0248 0.4832 -0.6849
H 0.2673 -0.9972 -2.8265 0.0475 -0.2978 0.3291
H 2.7682 0.0582 -2.3248 0.3554 0.0510 -0.4323

=====

[7]
23
Properties=species:S:1:pos:R:3:forces:R:3 method="wB97M-V/def2-TZVPD" total_charge=+1 multiplicity=1 homo_lumo_gap_ev=10.686 e_lumo_ev=-2.831 homo_ha=-0.4967
C 0.5106 1.9882 1.6753 0.4194 0.3879 0.3862
C 0.2339 0.8550 0.7241 0.1328 -0.1885 0.1844
C -0.9987 0.0035 1.0346 -0.7148 0.1706 -0.0513
C -1.4759 -0.7288 -0.2056 0.3334 0.4923 0.4290
C -2.6505 -0.5093 -0.7634 -0.1814 -0.4547 -0.5355
N -0.4516 -1.5751 -0.7747 0.3777 0.1919 0.6582
N 1.4376 -0.0778 0.6358 0.1041 0.3201 -0.3875
H -0.2216 2.7733 1.5365 -0.1831 0.1334 -0.1130
H 0.4730 1.7238 2.7309 -0.0962 -0.3705 0.0310
H 1.4969 2.4410 1.5164 -0.1510 -0.0808 -0.1941
H 0.1500 1.2519 -0.2856 -0.1066 0.0336 -0.0827
H -1.8064 0.6388 1.4135 0.1956 0.1133 -0.2065
H -0.8136 -0.6879 1.8577 0.3172 -0.1623 0.0281
H -3.4087 0.1275 -0.3402 0.0467 0.1821 0.1934
H -2.9103 -1.0053 -1.6949 0.0059 0.0077 0.1249
H -0.0978 -1.2335 -1.6568 -0.2605 -0.2833 -0.2900
H -0.7048 -2.5514 -0.7736 -0.0219 -0.0510 -0.3482
H 1.0455 -0.9571 0.2198 0.0311 -0.2738 0.3062
H 1.9561 -0.1720 1.5197 -0.4356 -0.2235 -0.3319
H 2.0770 0.2675 -0.0826 0.1862 0.0248 0.0970
H 2.0078 -0.2680 -3.3091 0.0848 -0.2274 -0.1268
H 2.0422 -1.6336 -2.5365 0.1843 0.4223 -0.3317
O 2.1092 -0.6709 -2.4414 -0.2683 -0.1642 0.5607

=====

[8]
23
Properties=species:S:1:pos:R:3:forces:R:3 method="wB97M-V/def2-TZVPD" total_charge=+1 multiplicity=1 homo_lumo_gap_ev=9.057 e_lumo_ev=-3.407 homo_ha=-0.4580
C -1.3350 2.8210 0.6654 -0.8095 0.8911 -0.4873
C -0.4979 1.6042 0.3257 -1.1985 -0.8920 -0.3972
C -1.3125 0.8373 -0.8700 1.3000 0.7420 -0.0829
C -0.6351 -0.4572 -0.9371 -0.9330 -2.3494 -1.0999
C 0.4918 -0.7438 -1.6551 -2.6124 1.4312 1.2204
N 1.2983 -1.8569 -1.1686 -0.6145 1.1103 0.7594
N -0.1901 0.7660 1.5069 -2.6508 1.8729 0.1897
H -1.3302 3.0455 1.7592 0.1345 0.3103 -1.1186
H -1.1562 3.6512 -0.0488 1.1854 0.1307 1.0684
H -2.3653 2.7761 0.2711 -0.1648 -1.0340 1.0037
H 0.4286 1.8664 -0.1585 0.4987 0.2003 0.0731
H -2.4004 0.8055 -0.6275 0.9446 -0.0487 -0.5416
H -0.9956 1.3744 -1.7957 -0.9773 0.1412 0.5510
H -1.2891 -1.2856 -0.5102 1.7150 0.6578 0.5861
H 0.6055 -0.1978 -2.5789 1.4034 0.0912 0.1514
H 1.7477 -2.3485 -1.9133 0.2657 -1.0065 -0.4430
H 2.0164 -1.5166 -0.4818 -0.7021 -0.5369 -0.6672
H 0.5984 -2.3672 -0.5929 1.0316 -0.5241 -0.3822
H 0.3038 -0.0489 1.2180 -0.0378 -0.8729 0.3478
H -1.1262 0.6078 2.0102 2.1851 -0.3436 -0.8693
H 2.4129 -2.1117 2.0495 0.0934 0.0359 0.2095
H 1.1021 -2.9013 2.0146 0.0718 0.0682 0.0763
O 1.6147 -2.2422 1.5310 -0.1286 -0.0747 -0.1477

=====

[9]
23
Properties=species:S:1:pos:R:3:forces:R:3 method="wB97M-V/def2-TZVPD" total_charge=+1 multiplicity=1 homo_lumo_gap_ev=9.052 e_lumo_ev=-3.313 homo_ha=-0.4544
C 2.2025 1.7942 -1.6232 -0.2784 0.3213 0.7553
C 1.6469 0.4261 -1.2172 0.4727 0.3556 -0.6068
C 0.4830 0.5946 -0.2648 -0.3774 -0.7446 0.3901
C -0.4016 -0.6192 -0.0979 0.8515 -0.1524 -0.4770
C -0.3268 -1.7673 -0.7770 -0.0507 0.0322 -0.1390
N -1.0534 -2.8892 -0.5528 -0.5355 -0.4126 0.4047
N -1.3506 -0.5568 1.0139 -1.1612 0.0374 0.2138
H 2.5122 2.3492 -0.7243 0.2089 -0.2151 -0.2388
H 1.4274 2.4204 -2.0577 -0.1297 -0.0628 -0.3103
H 3.0328 1.7325 -2.3159 0.1239 -0.0753 -0.0251
H 1.3528 -0.1053 -2.1218 -0.1471 0.0067 -0.0710
H 2.4613 -0.1496 -0.7784 -0.1395 -0.1860 0.2025
H -0.1337 1.4236 -0.5942 -0.1156 0.3827 -0.0269
H 0.8745 0.8242 0.7260 0.0936 0.3540 0.1352
H 0.3794 -1.8433 -1.5875 0.0562 0.0561 -0.0597
H -1.1069 -3.6676 -1.1849 0.3373 0.1910 -0.2006
H -1.7112 -2.9579 0.2007 -0.0560 0.0181 0.0418
H -1.1601 -1.2162 1.7695 0.2286 -0.2324 0.0051
H -1.3700 0.3532 1.5036 0.0803 0.1584 0.0471
H -2.3312 -0.7357 0.7201 0.5533 0.1184 0.0261
H -1.8524 2.2660 3.0206 0.0936 -0.1848 0.0990
H -1.9967 0.9850 3.8699 0.0922 0.1717 -0.0728
O -1.5782 1.3389 3.0732 -0.2009 0.0622 -0.0929

=====

[10]
24
Properties=species:S:1:pos:R:3:forces:R:3 method="wB97M-V/def2-TZVPD" total_charge=-1 multiplicity=1 homo_lumo_gap_ev=7.467 e_lumo_ev=3.971 homo_ha=-0.1285
C 0.1559 -1.5846 -0.6972 0.2050 -0.6996 -0.1837
N 1.0543 -0.8413 -1.5905 -0.0889 -0.1111 -0.2755
C 2.1409 -0.1968 -0.8469 -0.6561 0.8978 -0.0508
C 1.6582 0.9094 0.1100 -0.5207 0.7809 1.0089
O 1.1885 0.3653 1.2859 0.1517 -0.0816 0.1524
C -1.3371 -1.3660 -0.9280 -0.3665 -0.5584 -0.0351
N -2.0469 -0.8341 0.2475 0.1884 1.4064 -0.0649
C -2.2083 0.6390 0.1576 -0.4469 -0.1221 -0.0006
H 0.3741 -1.3151 0.3348 0.0744 0.0540 0.0587
H 0.3941 -2.6508 -0.8258 -0.1293 -0.0219 0.0773
H 0.5026 -0.1907 -2.1421 0.3400 0.2123 0.2876
H 2.9132 0.1753 -1.5295 -0.0706 -0.1224 -0.1267
H 2.5536 -0.9579 -0.1897 0.3590 -0.0855 -0.0467
H 2.4414 1.6766 0.3392 0.3397 -0.4285 -0.3832
H 0.8491 1.5752 -0.3281 0.4081 -0.5986 -0.5239
H -1.8504 -2.2961 -1.1864 0.2544 -0.2577 -0.0161
H -1.4915 -0.7503 -1.8238 -0.0911 0.2982 0.2908
H -1.4286 -0.9117 1.0409 0.2763 -0.5158 0.0732
H -2.0115 1.1557 1.0951 0.0783 -0.2979 0.2495
H -3.2496 0.8603 -0.0953 0.1160 0.2042 -0.3389
H -1.5079 1.0902 -0.5475 -0.1269 0.0360 -0.1794
H -0.4365 1.8418 3.0523 0.0622 -0.1950 -0.1249
H 0.9060 1.4304 2.2279 -0.9045 0.0147 0.0906
O 0.4365 2.1761 2.8394 0.5480 0.1918 0.0612

=====

[11]
23
Properties=species:S:1:pos:R:3:forces:R:3 method="wB97M-V/def2-TZVPD" total_charge=-1 multiplicity=1 homo_lumo_gap_ev=6.818 e_lumo_ev=4.120 homo_ha=-0.0992
C 1.0128 1.1748 -2.9007 0.0647 -0.3579 -0.0158
C 0.6547 -0.2837 -2.6288 -0.1144 -0.1317 0.6215
S -0.5027 -0.4377 -1.2112 -0.1562 0.0205 -0.4019
N 1.6179 1.7510 -1.6998 0.3191 0.2022 -0.2765
H 0.0992 1.6909 -3.2296 0.0225 0.0684 0.0332
H 1.7589 1.2508 -3.7025 -0.0515 -0.0564 -0.0685
H 1.5589 -0.8232 -2.3308 0.1287 0.0794 -0.2736
H 0.2249 -0.7823 -3.5016 0.0876 0.2183 -0.1225
H 0.9267 1.7406 -0.9598 -0.0964 -0.0838 0.1023
H 1.9247 2.7006 -1.8788 -0.1837 0.0067 0.1003
C 0.0575 -0.2105 2.0381 0.1243 -0.2818 -0.0392
C -1.0891 -1.2172 2.0360 -0.2106 0.3599 -0.4651
C -2.4311 -0.4899 1.8876 0.0311 -0.2646 0.6102
N 1.3174 -0.8836 1.6924 -0.3104 -0.2599 0.4252
H 0.1591 0.2985 3.0024 -0.0182 -0.0568 0.0629
H -0.1885 0.5244 1.2662 -0.0780 0.1765 0.1079
H -1.1268 -1.8681 2.9126 0.2936 0.0855 0.1273
H -0.9076 -1.8419 1.1584 -0.1996 -0.1072 0.0539
H -2.5673 -0.0371 0.9077 0.1408 -0.0440 -0.0725
H -2.4839 0.2955 2.6516 -0.1044 0.0745 -0.0983
H -3.2593 -1.1757 2.0925 -0.0403 0.0605 -0.1660
H 2.0537 -0.1996 1.6727 0.3159 0.2612 -0.0726
H 1.1902 -1.1766 0.7253 0.0353 0.0303 -0.1722

=====

[12]
23
Properties=species:S:1:pos:R:3:forces:R:3 method="wB97M-V/def2-TZVPD" total_charge=+1 multiplicity=1 homo_lumo_gap_ev=7.738 e_lumo_ev=-3.748 homo_ha=-0.4221
N 1.6034 3.1013 1.3652 0.4517 0.0362 0.2312
C 1.7979 1.6967 0.8085 -0.1723 0.4033 -0.4347
C 0.4629 0.9429 0.8046 0.0898 -0.1839 0.4460
N 0.4356 -0.0235 -0.2369 0.4100 0.1614 -0.8038
C -0.8086 -0.2442 -0.9653 -0.0715 0.1656 0.1116
C -0.8471 -1.6373 -1.5812 0.7640 -0.4385 -0.3795
C -1.8995 -2.5467 -0.9841 -0.0656 -0.2545 -0.1846
S -1.6275 -2.8838 0.7813 -0.0281 0.0126 0.2238
H 1.3378 3.7741 0.6455 -0.2894 -0.1328 -0.0279
H 0.8876 3.0755 2.0926 -0.0234 0.2101 0.0398
H 2.4676 3.4690 1.7773 -0.1624 -0.1198 0.0365
H 2.1302 1.8128 -0.2173 0.1442 -0.0057 -0.0640
H 2.5898 1.2522 1.4016 -0.0751 -0.2325 0.0447
H -0.3579 1.6553 0.6530 0.1095 -0.0278 -0.1235
H 0.3114 0.4992 1.7959 -0.1218 0.0574 0.1888
H 0.9802 -0.8572 -0.0976 -0.1735 -0.0990 0.3572
H -0.9213 0.5221 -1.7354 0.0121 0.0351 -0.0328
H -1.6502 -0.1218 -0.2789 -0.2153 -0.0745 0.0451
H -0.9266 -1.6383 -2.6745 -0.3803 0.3639 0.1499
H 0.1409 -2.0961 -1.4438 -0.1290 -0.0554 0.1540
H -2.8826 -2.1005 -1.0629 -0.2174 0.1868 -0.0240
H -1.9580 -3.4827 -1.5370 0.0876 -0.0469 0.1310
H -1.2661 -4.1688 0.6893 0.0562 0.0389 -0.0847

=====

| no. | electronic energy (eV) |
| --- | --- |
| 1 | -8403.9491 |
| 2 | -8394.4227 |
| 3 | -8396.1415 |
| 4 | -10452.1721 |
| 5 | -10447.0532 |
| 6 | -10447.7534 |
| 7 | -10449.7478 |
| 8 | -10447.2709 |
| 9 | -10449.6212 |
| 10 | -12502.8635 |
| 11 | -19244.6890 |
| 12 | -19236.6443 |